The following is a DFT calculation (the ωB97M-V functional and the def2-TZVPD basis) of the molecule C5H7NO.

```
14
Properties=species:S:1:pos:R:3
C 1.747 0.008 -0.494
C 0.440 -0.088 0.299
C 0.281 -1.410 0.922
N 0.009 -2.458 1.329
C -0.835 0.210 -0.550
C -1.926 0.764 0.345
O -2.203 0.247 1.402
H 2.603 -0.176 0.164
H 1.837 1.018 -0.903
H 1.785 -0.706 -1.322
H 0.498 0.638 1.123
H -0.621 0.937 -1.340
H -1.212 -0.710 -1.025
H -2.404 1.725 0.053
```

Properties
calculated total energy = -8835.2217 eV
SMILES = C[C@H](C#N)CC=O
charge = 0

***

The following is a DFT calculation (the ωB97M-V functional and the def2-TZVPD basis) of the molecule C5H7NO.

```
14
Properties=species:S:1:pos:R:3
C -1.104 -1.099 0.423
C -0.548 0.297 0.112
C -1.495 1.062 -0.711
N -2.233 1.671 -1.362
C 0.829 0.235 -0.570
C 1.970 0.300 0.417
O 1.833 0.441 1.608
H -2.058 -1.035 0.953
H -0.394 -1.645 1.052
H -1.263 -1.665 -0.501
H -0.425 0.842 1.056
H 0.936 -0.687 -1.159
H 0.972 1.057 -1.283
H 2.981 0.226 -0.034
```

Properties
calculated total energy = -8835.4667 eV
SMILES = C[C@H](C#N)CC=O
charge = 0

***

The following is a DFT calculation (the ωB97M-V functional and the def2-TZVPD basis) of the molecule C5H7NO.

```
14
Properties=species:S:1:pos:R:3
C 1.638 -0.027 -0.327
C 1.158 -1.471 -0.235
N -0.292 -1.728 -0.344
C -0.984 -0.708 -0.295
C -1.436 0.485 -0.075
C -2.056 1.450 0.778
O -2.005 1.580 -0.670
H 2.728 -0.067 -0.295
H 1.297 0.604 0.501
H 1.335 0.459 -1.262
H 1.462 -1.894 0.729
H 1.637 -2.066 -1.017
H -3.036 1.215 1.183
H -1.448 2.167 1.328
```

Properties
calculated total energy = -8832.3187 eV
SMILES = CCN=C=C1CO1
charge = 0

***

The following is a DFT calculation (the ωB97M-V functional and the def2-TZVPD basis) of a structure of composition C5H7NO.

```
14
Properties=species:S:1:pos:R:3
O 1.058 1.673 0.224
C 1.154 0.527 -0.171
C 2.110 -0.469 -0.015
N -0.163 -1.063 0.271
C -1.165 -0.215 0.957
C -1.444 0.543 -0.352
C -0.211 -0.211 -0.826
H 2.000 -1.412 -0.529
H 3.105 -0.198 0.336
H -0.725 0.396 1.751
H -1.968 -0.830 1.379
H -1.375 1.631 -0.332
H -2.352 0.208 -0.858
H -0.024 -0.579 -1.834
```

Properties
calculated total energy = -8831.5187 eV
charge = 0

***

The following is a DFT calculation (the ωB97M-V functional and the def2-TZVPD basis) of the molecule C5H7NO.

```
14
Properties=species:S:1:pos:R:3
O 0.826 1.408 1.672
C 1.209 1.340 0.526
C 0.391 0.931 -0.659
C 0.038 -0.458 -1.063
C -0.145 -1.383 0.130
C -1.192 -0.352 0.614
N -1.004 0.504 -0.612
H 2.243 1.653 0.257
H 0.589 1.588 -1.509
H 0.102 -0.763 -2.108
H 0.742 -1.551 0.751
H -0.588 -2.343 -0.149
H -0.999 0.163 1.554
H -2.213 -0.737 0.595
```

Properties
calculated total energy = -8833.4536 eV
SMILES = O=C[C@H]1[C@H]2CCN21
charge = 0

***

The following is a DFT calculation (the ωB97M-V functional and the def2-TZVPD basis) of the molecule C5H7NO.

```
14
Properties=species:S:1:pos:R:3
C 0.642 1.981 0.898
C 0.073 0.821 0.145
C -1.147 0.729 -0.437
O -1.360 -0.527 -0.928
C -0.258 -1.252 -0.629
N -0.335 -2.609 -0.955
C 0.665 -0.482 0.002
H 0.796 1.710 1.950
H -0.036 2.839 0.871
H 1.611 2.293 0.494
H -1.959 1.429 -0.569
H -0.903 -3.083 -0.260
H 0.584 -3.034 -0.951
H 1.628 -0.813 0.369
```

Properties
calculated total energy = -8835.5016 eV
SMILES = Cc1coc(N)c1
charge = 0

***

The following is a DFT calculation (the ωB97M-V functional and the def2-TZVPD basis) of a structure of composition C5H7NO.

```
14
Properties=species:S:1:pos:R:3
C -0.079 1.627 -0.302
C 0.492 0.360 -0.721
C 1.022 0.213 0.639
O 0.279 -0.455 1.605
C -0.940 -0.939 1.240
N -1.318 -1.143 0.054
C -0.285 -0.909 -0.934
H -1.057 1.662 0.175
H 0.174 2.541 -0.858
H 1.293 0.481 -1.447
H 2.057 0.251 0.979
H 0.624 -1.493 -0.597
H -1.560 -1.157 2.108
H -0.699 -1.040 -1.940
```

Properties
calculated total energy = -8832.1386 eV
charge = 0

***

The following is a DFT calculation (the ωB97M-V functional and the def2-TZVPD basis) of the molecule C5H7NO.

```
14
Properties=species:S:1:pos:R:3
C -0.615 0.986 2.783
C -0.550 0.470 1.683
C -0.938 0.420 0.294
C 0.125 0.843 -0.754
N 1.290 -0.037 -0.835
C 1.344 -1.090 -1.704
O 0.535 -1.307 -2.582
H -0.329 1.008 3.796
H -1.583 1.220 0.876
H -1.520 -0.456 -0.032
H -0.300 0.856 -1.762
H 0.475 1.848 -0.513
H 1.926 -0.059 -0.051
H 2.227 -1.738 -1.536
```

Properties
calculated total energy = -8832.7077 eV
SMILES = C#CCCNC=O
charge = 0

***

The following is a DFT calculation (the ωB97M-V functional and the def2-TZVPD basis) of a cluster of 2 separate species, C5H7NO in total.

```
14
Properties=species:S:1:pos:R:3
C 0.996 0.973 -0.267
C 1.812 0.819 -1.433
C 1.515 -0.228 -2.331
N 0.431 -0.980 -2.201
C -0.205 -0.927 -0.982
C 0.000 0.000 0.000
H 1.217 1.862 0.338
H 2.660 1.471 -1.681
H 2.023 -0.472 -3.273
H -0.957 -1.648 -0.634
H -0.578 0.036 0.933
O -3.169 1.187 2.012
H -2.554 1.943 1.877
H -3.484 0.959 1.108
```

Properties
calculated total energy = -8835.2664 eV
SMILES = c1ccncc1.O
charge = 0

***

The following is a DFT calculation (the ωB97M-V functional and the def2-TZVPD basis) of the molecule C5H7NO.

```
14
Properties=species:S:1:pos:R:3
C 1.673 1.664 -0.076
N 0.551 0.847 0.012
C 0.659 -0.377 0.090
C -0.450 -1.372 0.153
C -1.933 -1.052 -0.230
C -2.354 0.164 -0.037
O -2.540 1.319 -0.006
H 1.845 1.965 -1.150
H 1.625 2.665 0.480
H 2.602 1.001 0.128
H 1.612 -0.972 0.060
H -0.750 -1.669 1.202
H -0.050 -2.194 -0.522
H -2.490 -1.989 -0.103
```

Properties
calculated total energy = -8833.2772 eV
SMILES = C/N=C/CC=C=O
charge = 0

***

How do the records compare in maximum force? In the order shown, they have 1.2, 1.1, 0.7, 0.8, 0.6, 0.3, 2.4, 3.6, 2.7, 3.4 eV Å⁻¹.